Here is the molecule C13H13NO5S in a non-equilibrium geometry from OMol25. Energies are from ωB97M-V/def2-TZVPD.

```
! RIJCOSX wB97M-V def2-TZVPD def2/J DEFGRID3
* xyz 0 1
O -1.07450 -2.30566 -1.56531
C -0.34352 -1.60376 -0.91942
O -0.45773 -1.57351 0.38998
H -1.22066 -2.36801 0.63221
C 0.55172 -0.74686 -1.53612
N 0.61841 0.51288 -0.51582
S -0.60322 1.63076 -0.58277
O -0.17102 2.89003 -0.04652
O -0.74508 1.97724 -2.25147
C -1.95039 0.94098 -0.09659
C -2.93011 0.56262 -0.92940
C -4.07618 -0.20020 -0.52675
C -4.14920 -0.50566 0.83414
C -3.26198 0.40235 1.83695
C -2.19171 0.95825 1.15242
H -1.54791 1.45841 2.03853
H -3.41363 0.13599 2.91870
H -5.06556 -0.89337 1.43524
H -4.56342 -0.68219 -1.14950
H -2.71818 0.45782 -1.89213
C 1.34864 0.52084 0.59839
C 2.70877 0.27367 0.60872
C 3.46910 -0.91041 0.51553
C 4.75693 -0.70326 0.28353
C 4.88220 0.76138 -0.33053
O 3.77090 1.18140 0.10551
H 5.70583 1.05127 -0.36453
H 5.65588 -1.29864 -0.01118
H 2.97195 -2.01547 0.80983
H 1.35891 1.48889 1.18587
H 0.95639 -0.09704 1.31822
H 1.46256 -1.10614 -1.58397
H 0.26582 -0.19460 -2.36174
*
```

The frontier orbital gap comes out at 7.826 eV. The LUMO energy is -0.5 eV. The energy is -1331.82586 a.u. As for the structure (SMILES): O=C(O)CN(Cc1ccco1)S(=O)(=O)c1ccccc1. The max |F| comes out at 0.3834 hartree/bohr. The HOMO energy comes out at -8.345 eV. As for the energy relative to the best compared isomer or geometry (same formula, charge and spin): 1454.4 kJ/mol.

natural (NBO) population analysis, charges in e, atoms 1 to 2: -0.583 0.745